Below is a structure of composition C98H216Cl2F4N12O8S4 at a distorted geometry, with properties calculated with wB97M-V/def2-TZVPD.

Structure (XYZ):
```
344
C98H216Cl2F4N12O8S4, DFT wB97M-V/def2-TZVPD
C 12.46188 16.58542 16.96092
C 11.77526 17.94164 16.81282
C 11.65236 18.36577 15.34329
C 11.50952 19.84574 15.08069
N 10.89851 20.25083 13.78649
C 11.18529 21.68206 13.42355
C 11.21614 21.74905 11.84586
C 11.09203 20.30583 11.38467
C 11.53248 19.48329 12.57096
C 9.49773 19.92765 13.88914
H 11.76538 15.85444 16.58130
H 12.55264 16.29122 18.03719
H 13.45625 16.50846 16.43026
H 12.37900 18.66428 17.35379
H 10.75023 17.88474 17.13970
H 10.77191 17.84248 14.93807
H 12.52682 18.05400 14.80428
H 12.55375 20.20554 15.04993
H 10.97026 20.34732 15.91122
H 10.51935 22.44160 13.77881
H 12.17779 21.84386 13.82089
H 10.57766 22.50093 11.45367
H 12.25766 22.10117 11.70183
H 10.13573 20.04552 10.99953
H 11.75158 20.26368 10.52100
H 11.27702 18.40590 12.56050
H 12.61478 19.46567 12.78993
H 9.45349 18.86406 14.04127
H 8.97253 20.15805 12.99738
H 9.05535 20.41291 14.79229
C 20.19823 15.43129 10.09780
C 20.04881 16.96164 9.94691
C 18.98376 17.57593 10.86337
C 18.57476 18.92299 10.33727
N 17.78092 19.86625 11.31094
C 16.34128 19.30696 11.54668
C 15.34999 20.28284 10.98248
C 16.09158 21.59437 10.97161
C 17.54363 21.18524 10.60803
C 18.52950 20.16131 12.55803
H 19.31303 14.81916 10.34327
H 21.02134 15.17202 10.80580
H 20.49508 15.08456 9.10298
H 19.68255 17.12351 8.91683
H 20.97602 17.49035 9.98258
H 19.33194 17.71605 11.88176
H 18.17081 16.92294 10.98196
H 17.96070 18.90474 9.42566
H 19.45113 19.49184 10.06683
H 16.28040 19.16337 12.63300
H 16.27849 18.36473 11.04435
H 14.41917 20.37023 11.57261
H 15.13036 20.00911 9.94717
H 16.00837 22.14797 11.91901
H 15.71325 22.16791 10.14509
H 18.34991 21.87047 10.81268
H 17.57619 20.86624 9.55186
H 18.67575 19.23499 13.07738
H 17.96031 20.85074 13.21786
H 19.44391 20.67555 12.33204
C 17.25607 33.13890 16.80354
C 17.75380 31.67247 16.63221
C 19.22227 31.67229 16.35796
C 20.00064 32.11094 17.59280
N 21.46760 32.30605 17.37844
C 21.81049 33.39479 16.34278
C 22.96382 32.89145 15.50476
C 23.40747 31.57492 16.14566
C 22.18921 31.05239 16.92892
C 22.04775 32.70555 18.69310
H 17.35804 33.67443 15.83645
H 17.56731 33.65301 17.74371
H 16.16532 33.20754 16.88738
H 17.25573 31.17534 15.79700
H 17.51267 31.17742 17.62038
H 19.39484 32.37031 15.55633
H 19.54725 30.66951 16.01536
H 19.89840 31.43687 18.46926
H 19.62105 33.09083 17.92584
H 22.16465 34.26381 16.86458
H 20.91684 33.60196 15.78209
H 23.74505 33.67694 15.41350
H 22.66662 32.50317 14.55724
H 24.24300 31.81832 16.84489
H 23.77506 30.86061 15.43954
H 22.44266 30.44919 17.79235
H 21.49910 30.51874 16.32283
H 21.90434 31.98146 19.48939
H 21.69029 33.65297 19.03032
H 23.09707 32.80417 18.62209
C 13.85449 31.31547 19.50684
C 13.31715 30.19866 20.35795
C 14.08715 28.93321 20.07514
C 13.43728 27.79356 20.87468
N 13.93757 26.36185 20.74531
C 13.99271 25.82722 19.35135
C 12.57720 25.39048 19.00850
C 11.88927 25.17302 20.38142
C 12.90063 25.47537 21.43927
C 15.27793 26.26072 21.34485
H 13.13343 32.17295 19.46872
H 14.02119 31.02342 18.49900
H 14.73018 31.86870 19.95435
H 12.19004 30.05929 20.18171
H 13.34043 30.49908 21.40963
H 15.12013 29.03861 20.36751
H 13.89104 28.74554 19.01932
H 12.40096 27.70238 20.56222
H 13.61936 28.00011 21.95699
H 14.59465 24.93774 19.40416
H 14.43906 26.52303 18.66436
H 12.63687 24.41967 18.52045
H 12.00492 26.09594 18.42285
H 11.57573 24.13602 20.46719
H 10.99735 25.77734 20.37696
H 13.36205 24.58601 21.90534
H 12.32298 26.11673 22.12980
H 15.27649 26.59942 22.38082
H 15.94085 26.85815 20.75933
H 15.46917 25.18730 21.41428
C 28.39025 29.18016 14.34640
C 28.49444 27.68022 14.63714
C 27.30553 26.84172 14.11465
C 27.45984 25.33712 14.50990
N 26.54258 24.36361 13.77590
C 26.77559 22.96881 14.33999
C 25.42183 22.24499 14.04881
C 24.32427 23.35890 14.26132
C 25.07916 24.68605 14.05111
C 26.76877 24.30843 12.25348
H 27.49417 29.68368 14.70255
H 28.38887 29.26326 13.24110
H 29.33208 29.61664 14.72602
H 28.55343 27.57823 15.71506
H 29.52740 27.43031 14.31578
H 27.24219 26.99737 13.05185
H 26.40008 27.31556 14.50134
H 27.30682 25.21449 15.59849
H 28.43923 24.96362 14.17059
H 27.66712 22.61144 13.75765
H 27.03196 23.09467 15.39468
H 25.36116 21.82772 13.04703
H 25.40958 21.44386 14.75988
H 23.45161 23.28340 13.73335
H 24.06046 23.41406 15.29728
H 24.64689 25.25131 13.21735
H 25.09767 25.32515 14.92846
H 27.80297 23.97292 12.14545
H 26.72362 25.28942 11.79663
H 26.11171 23.59353 11.80051
C 19.52305 23.80988 17.98822
C 18.31750 23.85194 16.98863
C 17.88444 22.39114 16.56272
C 16.45940 22.19190 17.11022
N 16.27220 20.80944 17.64209
C 14.85785 20.61876 18.10064
C 14.95700 19.40318 19.09450
C 16.37194 19.60600 19.75132
C 17.09503 20.69376 18.94077
C 16.69856 19.75703 16.65210
H 19.39122 23.03074 18.71224
H 19.55341 24.81596 18.45164
H 20.45303 23.56860 17.46632
H 18.68878 24.33258 16.11492
H 17.53334 24.41036 17.40348
H 18.53600 21.72690 17.05506
H 17.91245 22.35169 15.47794
H 15.73112 22.38152 16.31456
H 16.25123 22.73620 18.04369
H 14.18740 20.41957 17.29949
H 14.54547 21.50136 18.69817
H 14.81326 18.46819 18.56686
H 14.08180 19.44574 19.76632
H 16.93732 18.68466 19.68906
H 16.34566 19.84220 20.78842
H 18.14305 20.45092 18.63816
H 17.05213 21.62590 19.48274
H 17.76745 19.78786 16.44212
H 16.29366 20.04894 15.68162
H 16.44155 18.75864 17.04608
C 17.94246 15.71507 20.12822
C 16.87823 15.32498 19.10385
C 17.35536 14.26813 18.01553
C 16.43467 14.47333 16.85563
N 16.81438 13.67395 15.55742
C 18.25440 14.10864 15.19573
C 18.11436 14.70708 13.76217
C 16.72168 15.26304 13.78297
C 15.99706 14.09757 14.37993
C 16.64028 12.16008 15.82444
C 17.33762 11.11830 14.94773
C 17.09512 9.71253 15.40563
H 17.55184 16.44998 20.85976
H 18.82870 16.21760 19.75243
H 18.26088 14.79283 20.56695
H 16.61500 16.23546 18.50420
H 15.96015 14.95112 19.62446
H 17.42306 13.29978 18.44770
H 18.34212 14.65174 17.77316
H 16.44541 15.53920 16.71256
H 15.36530 14.24897 17.04598
H 18.94830 13.22962 15.25684
H 18.57769 14.90556 15.85336
H 18.23728 13.89004 13.01780
H 18.93630 15.40882 13.75288
H 16.32208 15.46763 12.75071
H 16.70378 16.19349 14.34739
H 15.96085 13.25556 13.67914
H 14.94840 14.26470 14.70102
H 15.55938 11.99673 15.72778
H 16.93863 12.00722 16.84461
H 18.40702 11.27728 14.98399
H 17.14104 11.27065 13.88591
H 17.63467 8.99714 14.78088
H 16.02157 9.52670 15.25026
H 17.35407 9.64902 16.44858
C 28.34479 28.79981 26.39173
C 27.47790 27.59392 26.60952
C 27.57992 26.56350 25.48492
C 26.89788 27.09102 24.21547
N 27.21351 26.49447 22.89312
C 26.60831 27.42104 21.81178
C 27.75198 28.45988 21.60614
C 28.98684 28.00335 22.34439
C 28.63336 26.46867 22.53592
C 26.60214 25.07754 22.81317
C 25.13069 24.90734 23.13662
C 24.76046 23.43283 22.77523
H 29.40064 28.47026 26.23382
H 28.32786 29.38500 27.33205
H 28.05504 29.43495 25.55356
H 26.41423 27.86312 26.69989
H 27.72446 27.10757 27.54907
H 27.19765 25.59373 25.73325
H 28.63981 26.45665 25.39982
H 27.20092 28.11360 24.20484
H 25.80826 26.98616 24.32553
H 26.39377 26.89667 20.89914
H 25.67024 27.83328 22.19185
H 27.93832 28.42216 20.49601
H 27.39628 29.40894 21.91028
H 29.95962 28.09727 21.82516
H 29.05820 28.39862 23.36760
H 28.72604 25.93102 21.56524
H 29.13291 25.89012 23.34815
H 27.18005 24.46716 23.48326
H 26.83486 24.80846 21.76150
H 24.44137 25.60426 22.59686
H 24.94850 24.99811 24.23188
H 25.25606 22.77673 23.50094
H 25.00359 23.08778 21.76792
H 23.66471 23.25207 22.90884
C 12.73190 21.69786 23.66153
C 14.00387 21.48742 24.51316
C 14.65401 20.12496 24.06343
C 13.91274 18.84740 24.42566
N 14.28944 18.25101 25.80897
C 13.80463 16.82815 25.93251
C 12.93472 16.82852 27.15460
C 13.37143 18.01046 28.02294
C 13.63369 19.05192 26.92570
C 15.78359 18.26639 26.06937
C 16.58626 17.63305 24.95328
C 18.04564 17.46198 25.46568
H 12.17420 22.58246 24.00460
H 12.01311 20.85107 23.77236
H 13.12830 21.79890 22.64951
H 13.71507 21.58902 25.60122
H 14.71947 22.27238 24.31730
H 15.67949 20.03326 24.37374
H 14.71857 20.16478 22.99770
H 14.16824 18.08241 23.73600
H 12.86280 19.00184 24.40223
H 14.59701 16.10237 25.94235
H 13.23722 16.64065 25.05001
H 13.01492 15.92594 27.77628
H 11.87416 17.03667 26.84943
H 14.23988 17.74358 28.65349
H 12.60894 18.42953 28.69120
H 14.28553 19.87066 27.19123
H 12.70693 19.49523 26.59431
H 15.86141 17.72228 27.03002
H 16.08135 19.29899 26.29718
H 16.55524 18.30966 24.08176
H 16.35210 16.57371 24.69967
H 17.98284 16.77736 26.34914
H 18.48846 18.40547 25.73259
H 18.81008 17.02346 24.83161
C 26.08951 14.58686 20.57007
C 26.27448 15.44178 19.29462
C 25.67196 16.83564 19.42991
C 25.86308 17.65709 18.16098
N 25.81332 19.08221 18.50054
C 27.18950 19.39498 19.10089
C 28.00241 20.15591 18.00763
C 27.24174 19.76078 16.72461
C 25.79567 19.84309 17.16590
C 24.71978 19.56908 19.46546
C 23.36727 19.79925 18.83471
C 22.48847 20.45384 19.92817
H 26.48994 15.04990 21.47526
H 26.61137 13.63068 20.53507
H 25.06324 14.31602 20.75644
H 25.79278 14.98280 18.33888
H 27.31531 15.51750 19.03710
H 26.15798 17.44470 20.19470
H 24.59412 16.81979 19.72731
H 25.11734 17.47022 17.36633
H 26.85484 17.47239 17.72891
H 27.02895 19.91972 19.99385
H 27.58999 18.37388 19.24572
H 27.87448 21.21415 18.21608
H 29.06404 19.85145 18.00169
H 27.42738 20.46423 15.96158
H 27.59002 18.80804 16.31627
H 25.56981 20.85878 17.33518
H 25.05702 19.39667 16.45599
H 25.22073 20.48899 19.73575
H 24.69323 18.88395 20.30930
H 22.96564 18.84127 18.52421
H 23.29578 20.44364 17.95585
H 22.56480 19.91264 20.87919
H 21.44160 20.39795 19.70733
H 22.76299 21.49788 20.13058
N 25.09997 24.97817 18.97260
S 25.87120 23.72108 18.49813
O 27.22430 23.74388 18.99212
O 25.80992 23.46528 17.13611
F 25.17887 22.55942 19.13117
S 23.55707 25.20072 18.63285
O 23.01473 24.67936 17.42983
O 23.18654 26.50951 19.00188
F 22.76064 24.31699 19.70050
N 21.39748 17.96829 16.58225
S 21.02172 19.49694 16.21972
O 19.78601 19.80652 15.70441
O 22.15972 20.12522 15.72622
F 20.85680 20.14866 17.65667
S 20.38228 17.15825 17.53541
O 20.37714 15.75922 17.26346
O 19.17013 17.89844 17.85920
F 21.18122 17.26046 18.93626
Cl 14.60786 21.07642 14.23343
Cl 15.24070 22.70538 20.94815
```

Calculated values
Electronic energy (eV): -218593.3425
LUMO energy (eV): -7.982
Relative energy (zero: lowest compared OMol25 entry of this formula, charge and spin) (kcal per mole): 0.00
Net charge: +6

Atomic partial charges in e from the Löwdin method, atoms 1 to 2: number 1, C, carries -0.110; number 2, C, carries -0.236